Model P:
The following is a quantum chemistry calculation of a cluster of 7 separate species, H15O7 in total, from the OMol25 dataset.

XYZ file:
```
22
Properties=species:S:1:pos:R:3:lowdin_charge:R:1
O 0.470 -0.367 0.503 0.160
H 0.495 -1.330 0.812 0.100
H 0.767 0.283 1.205 0.090
H -0.469 -0.117 0.192 0.079
O 1.201 2.343 -0.725 -0.034
H 1.906 2.963 -0.949 0.076
H 0.676 2.797 -0.059 0.048
O 0.167 0.258 -2.420 -0.051
H -0.060 0.644 -3.273 0.072
H 0.528 0.983 -1.875 0.010
O 0.042 -2.666 1.658 -0.018
H -0.594 -3.117 1.085 0.072
H 0.457 -3.369 2.171 0.089
O -1.988 0.220 -0.175 -0.011
H -2.218 0.755 -0.945 0.087
H -2.802 0.113 0.333 0.096
O -0.648 -2.269 -1.444 -0.061
H -0.313 -1.422 -1.805 -0.004
H -1.605 -2.206 -1.519 0.039
O 1.221 1.493 2.255 -0.012
H 0.661 2.256 2.437 0.080
H 2.106 1.755 2.537 0.092
```

Results
lowest unoccupied orbital energy	-0.11876	Eh
E_HOMO	-14.18	eV
Kohn-Sham gap	10.95	eV
charge	+1
2S+1	1

Model Q:
The following is a quantum chemistry calculation of a cluster of 7 separate species, H15O7 in total, from the OMol25 dataset.

XYZ file:
```
22
Properties=species:S:1:pos:R:3:lowdin_charge:R:1
O 0.492 -0.192 -0.098 0.323
H 0.182 -0.883 -0.542 0.033
H 0.068 0.482 -0.598 0.091
H 0.294 -0.179 0.881 0.116
O 2.510 -2.229 -2.837 -0.027
H 1.869 -1.882 -3.343 -0.066
H 2.602 -1.528 -2.083 0.097
O -0.239 2.417 -1.170 -0.101
H -1.107 2.691 -1.589 0.087
H 0.074 3.149 -0.511 0.121
O 0.373 1.952 2.172 -0.041
H 0.580 1.707 3.091 0.067
H -0.528 1.754 2.109 -0.061
O -2.026 0.909 1.554 -0.084
H -2.321 1.549 0.815 0.111
H -2.236 -0.020 1.266 0.084
O 0.614 -1.066 2.450 -0.026
H 1.230 -1.808 2.578 0.093
H -0.116 -1.114 3.070 0.071
O -0.743 -1.657 -2.199 -0.028
H -1.119 -2.523 -1.927 0.096
H -0.451 -1.529 -3.089 0.045
```

Results
lowest unoccupied orbital energy	-0.13260	Eh
E_HOMO	-14.56	eV
Kohn-Sham gap	10.95	eV
charge	+1
2S+1	1

Of them, model P has the highest stability.

Model P:
The following is a quantum chemistry calculation of the molecule HI2OP, from the OMol25 dataset.

XYZ file:
```
5
Properties=species:S:1:pos:R:3:lowdin_charge:R:1
O -1.118 0.464 -0.322 -0.513
P -0.024 -0.259 0.641 0.130
I 1.959 1.556 0.435 0.117
I 1.137 -1.894 -0.821 0.228
H -1.955 0.133 0.067 0.038
```

Results
lowest unoccupied orbital energy	-0.04014	Eh
structure (SMILES)	OP(I)I
E_HOMO	-9.22	eV
Kohn-Sham gap	8.12	eV
2S+1	1

Model Q:
The following is a quantum chemistry calculation of a cluster of 2 separate species, HI2OP in total, from the OMol25 dataset.

XYZ file:
```
5
Properties=species:S:1:pos:R:3:lowdin_charge:R:1
O -0.889 0.523 1.270 -0.510
P 0.608 0.101 0.650 0.352
I 1.392 0.650 -2.848 -0.102
I 0.361 -2.310 0.208 0.231
H -1.472 1.036 0.719 0.029
```

Results
lowest unoccupied orbital energy (spin up / spin down)	-0.06921 / -0.10880	Eh
E_HOMO (spin up / spin down)	-9.70 / -8.66	eV
Kohn-Sham gap (spin up / spin down)	7.82 / 5.70	eV
2S+1	1

Of them, model P has the highest stability.

Model P:
The following is a quantum chemistry calculation of a structure of composition C6H39NO13, from the OMol25 dataset.

XYZ file:
```
59
Properties=species:S:1:pos:R:3:lowdin_charge:R:1
C 1.282 -2.225 -1.405 -0.276
N 0.971 -0.798 -1.194 -0.028
C 1.105 -0.390 0.217 -0.362
C 0.774 1.118 0.322 -0.112
C -0.656 1.458 -0.069 -0.213
O -0.782 2.868 -0.284 -0.095
C 2.490 -0.686 0.799 -0.048
C 0.712 -2.677 -2.732 -0.088
H 2.376 -2.404 -1.358 0.119
H 0.843 -2.791 -0.575 0.059
H 1.594 -0.219 -1.753 0.085
H 0.333 -0.949 0.765 0.127
H 0.952 1.467 1.339 0.106
H 1.470 1.653 -0.307 0.083
H -1.360 1.222 0.731 0.086
H -0.951 0.963 -0.997 0.082
H -0.425 3.096 -1.160 0.055
H 2.567 -1.730 1.102 0.089
H 3.256 -0.477 0.061 0.085
H 2.724 -0.062 1.658 0.062
H 0.910 -3.739 -2.898 0.075
H 1.087 -2.087 -3.567 0.071
H -0.383 -2.542 -2.786 0.071
H -1.628 1.831 2.787 0.020
H -0.740 0.611 3.098 0.001
O -1.648 0.853 2.851 -0.087
H -1.499 -3.097 0.314 0.013
H -2.541 -2.392 -0.587 0.033
O -2.435 -2.808 0.287 -0.069
H -0.467 -0.235 -2.992 0.026
H -1.889 -0.030 -2.624 -0.100
O -1.229 0.315 -3.247 -0.073
H 1.663 2.014 -2.528 0.013
H 3.039 1.689 -3.207 0.059
O 2.525 1.564 -2.407 -0.062
H -0.487 -1.490 3.128 0.018
H -1.697 -2.313 2.633 0.055
O -0.808 -2.390 3.000 -0.026
H -0.273 3.241 -3.514 0.087
H -0.501 1.807 -2.991 0.033
O 0.021 2.640 -2.818 -0.067
H -1.495 -0.609 -1.601 0.025
H -2.763 -0.329 -0.767 0.062
O -2.453 -0.680 -1.647 -0.024
H -1.103 3.400 1.368 0.019
H -0.363 3.794 2.681 0.062
O -1.186 3.442 2.337 -0.039
H 4.541 2.615 0.108 0.041
H 3.430 1.721 -0.477 -0.010
O 3.942 1.898 0.324 -0.057
H 1.399 -0.301 4.035 0.090
H 1.535 0.079 2.546 -0.005
O 0.942 0.131 3.304 -0.039
H -2.666 0.138 1.624 0.009
H -3.051 -1.254 0.977 0.018
O -3.203 -0.282 0.912 -0.085
H -0.003 -3.163 1.647 0.022
H 0.201 -4.545 0.903 0.083
O 0.172 -3.593 0.784 -0.079
```

Results
lowest unoccupied orbital energy	0.00861	Eh
E_HOMO	-9.19	eV
Kohn-Sham gap	9.42	eV
2S+1	1

Model Q:
The following is a quantum chemistry calculation of a cluster of 13 separate species, C6H39NO13 in total, from the OMol25 dataset.

XYZ file:
```
59
Properties=species:S:1:pos:R:3:lowdin_charge:R:1
C -1.293 -0.228 2.362 -0.221
N -0.572 0.056 1.041 -0.027
C -1.075 1.195 0.311 -0.330
C -0.358 1.251 -1.037 -0.368
C -1.079 2.166 -2.015 -0.042
O 1.006 1.691 -1.095 -0.049
C -1.116 2.601 0.987 -0.055
C -0.479 -1.127 3.261 -0.053
H -1.521 0.798 2.659 0.080
H -2.285 -0.538 1.996 0.107
H 0.406 -0.096 1.237 0.066
H -2.137 1.172 0.074 0.138
H -0.306 0.261 -1.505 0.112
H -2.024 1.778 -2.457 0.092
H -0.351 2.477 -2.795 0.092
H -1.260 3.215 -1.731 0.073
H 1.400 1.710 -0.215 0.096
H -0.247 3.218 0.933 0.007
H -1.344 2.675 2.054 0.078
H -1.859 3.182 0.441 0.082
H -0.224 -0.572 4.163 0.082
H -0.881 -2.125 3.286 0.066
H 0.503 -1.235 2.781 0.050
H 3.685 -2.202 -2.284 0.043
H 3.266 -1.721 -0.740 0.010
O 3.620 -1.532 -1.621 -0.050
H -1.404 -4.320 1.315 0.017
H 0.010 -4.486 0.818 0.011
O -0.531 -4.620 1.605 -0.057
H 3.527 0.589 -1.715 0.027
H 2.293 1.202 -2.416 0.022
O 3.163 0.800 -2.572 -0.069
H 0.067 5.195 -0.489 0.026
H 0.612 4.723 0.896 -0.005
O 0.189 5.444 0.424 -0.048
H 1.096 3.213 3.498 0.063
H 1.071 2.178 2.386 0.005
O 1.255 3.109 2.551 -0.056
H -3.337 -3.046 -0.942 0.048
H -3.422 -2.377 0.360 0.051
O -2.825 -2.964 -0.126 -0.050
H 2.735 -0.047 1.830 -0.017
H 3.759 0.733 2.722 0.048
O 2.825 0.575 2.564 -0.057
H -4.820 -0.550 -2.109 0.044
H -3.314 -0.960 -2.420 0.001
O -3.963 -0.772 -1.726 -0.067
H 2.007 -0.552 -2.947 0.014
H 1.571 -2.027 -2.964 0.026
O 1.291 -1.163 -3.265 -0.069
H -0.650 -3.431 -0.400 0.004
H -0.693 -1.983 -0.464 0.031
O -0.029 -2.701 -0.451 -0.068
H -0.572 -1.686 -2.734 0.007
H -1.157 -0.672 -3.504 0.043
O -1.478 -1.457 -3.038 -0.078
H 1.639 -2.138 0.841 0.040
H 3.140 -2.214 1.402 0.086
O 2.472 -1.666 0.981 -0.047
```

Results
lowest unoccupied orbital energy	0.00082	Eh
E_HOMO	-8.84	eV
Kohn-Sham gap	8.87	eV
2S+1	1

Of them, model P has the highest stability.

Model P:
The following is a quantum chemistry calculation of the molecule C5H9NO2S, from the OMol25 dataset.

XYZ file:
```
18
Properties=species:S:1:pos:R:3:lowdin_charge:R:1
C 0.987 0.485 0.703 -0.047
C -0.965 1.857 -0.261 -0.126
C 0.485 1.410 -0.426 -0.216
C 0.575 -0.079 -0.560 -0.342
C -0.599 -2.093 -0.026 -0.096
N -0.686 -0.803 -0.629 -0.236
O -1.899 -0.017 1.518 -0.312
O -2.990 0.246 -0.683 -0.302
S -1.786 0.236 0.094 0.684
H 2.067 0.551 0.950 0.125
H 0.324 0.362 1.524 0.090
H -1.097 2.612 0.598 0.146
H -1.360 2.124 -1.163 0.059
H 1.095 1.888 -1.152 0.127
H 1.190 -0.376 -1.415 0.162
H -1.423 -2.608 -0.392 0.067
H 0.438 -2.389 -0.147 0.099
H -0.802 -2.151 1.112 0.118
```

Results
lowest unoccupied orbital energy	0.02899	Eh
structure (SMILES)	CN1[C@@H]2C[C@@H]2CS1(=O)=O
E_HOMO	-9.77	eV
Kohn-Sham gap	10.56	eV
2S+1	1

Model Q:
The following is a quantum chemistry calculation of the molecule C5H9NO2S, from the OMol25 dataset.

XYZ file:
```
18
Properties=species:S:1:pos:R:3:lowdin_charge:R:1
C 1.812 1.259 1.059 -0.126
C -0.173 1.261 -0.846 -0.193
C 1.283 1.229 -0.396 -0.276
C 1.683 0.058 0.347 -0.081
C -1.301 -2.327 -0.303 -0.198
N -1.299 -1.034 -0.820 -0.111
O -0.696 -0.054 1.397 -0.308
O -2.541 0.978 0.219 -0.269
S -1.312 0.269 0.144 0.559
H 2.781 1.683 1.070 0.089
H 1.283 1.349 1.993 0.103
H -0.814 2.223 -0.977 0.137
H -0.187 0.685 -1.731 0.065
H 1.964 1.772 -1.090 0.144
H 1.366 -1.024 0.432 0.119
H -2.283 -3.034 -0.496 0.152
H -0.486 -2.979 -0.813 0.112
H -1.081 -2.316 0.810 0.083
```

Results
lowest unoccupied orbital energy (spin up / spin down)	0.01867 / -0.09056	Eh
E_HOMO (spin up / spin down)	-10.63 / -7.65	eV
Kohn-Sham gap (spin up / spin down)	11.14 / 5.18	eV
2S+1	1

Of them, model P has the highest stability.